Entry 1:
The following is a quantum chemistry calculation of 12 unconnected molecules or ions with the total composition H23O12, from OMol25.

Results
Total charge ... -1

Each line ends with the natural charge from an NBO analysis.
Cartesian coordinates (Å):
O1 -0.2742 0.4052 -1.3249  -1.289
O2 -0.3583 3.8923 2.0681  -0.985
O3 -2.1255 -1.9742 3.2791  -0.961
O4 3.8097 0.4990 1.8984  -0.971
O5 -1.9440 3.1142 -1.5327  -0.960
O6 -0.6233 -2.0227 -0.3686  -0.981
O7 -0.5657 -0.9721 -3.6343  -0.988
O8 0.1617 -2.6480 2.3401  -0.944
O9 -2.8071 0.4854 -2.5363  -0.969
O10 1.6061 -0.5489 0.3338  -1.051
O11 -0.5178 1.2978 1.4854  -0.985
O12 3.3840 -1.3275 -1.9818  -0.944
H1 0.4072 4.1698 2.5736  0.448
H2 3.1520 -1.4614 -1.0551  0.477
H3 3.2126 0.9581 2.5087  0.457
H4 1.0119 -2.1980 2.2062  0.490
H5 0.8656 -0.1936 -0.2654  0.515
H6 0.5474 -3.4842 2.6348  0.458
H7 -1.4380 1.1070 1.6593  0.481
H8 -0.6728 -0.6803 -2.6808  0.488
H9 3.0785 0.2468 1.2971  0.501
H10 -2.0300 0.0770 -2.0727  0.479
H11 -2.3423 2.7742 -0.7292  0.469
H12 -0.9750 -2.7418 -0.8970  0.469
H13 -0.9832 -1.1733 -0.6940  0.505
H14 0.2547 1.0764 -1.7641  0.460
H15 -1.5640 2.3550 -1.9855  0.488
H16 -1.2496 -2.0811 3.6711  0.473
H17 3.9811 -0.5734 -1.9612  0.463
H18 -0.2693 0.9141 0.6203  0.519
H19 -1.8441 -2.3193 2.4200  0.482
H20 -2.7783 -0.1797 -3.2431  0.466
H21 1.4193 -1.4486 0.0202  0.481
H22 -0.3105 -0.1090 -3.9773  0.458
H23 -0.2376 2.9274 1.9001  0.501

Entry 2:
The following is a quantum chemistry calculation of a molecular structure, H24HeO12, from OMol25.

Each line ends with the natural charge from an NBO analysis.
Cartesian coordinates (Å):
O1 -0.9071 2.3727 -1.0855  -0.972
O2 0.4091 -2.5861 0.5237  -0.970
O3 0.6248 -1.6558 3.6754  -0.968
O4 1.8258 2.5710 -1.5468  -0.995
O5 2.5695 0.0398 -2.0285  -0.939
O6 0.9833 1.1980 3.2701  -0.973
O7 3.1256 0.2980 1.6961  -0.950
O8 -3.8062 -0.8341 -0.8271  -0.986
O9 -2.1694 -1.1090 1.4823  -0.971
O10 -1.7387 0.1376 -2.3623  -0.984
O11 -0.2314 -1.9245 -3.5232  -0.969
O12 -1.0936 1.4525 1.4073  -0.972
He1 0.6533 0.0441 -0.1817  0.001
H1 2.0288 1.6359 -1.5235  0.477
H2 2.7520 0.1220 -2.9646  0.488
H3 -1.4339 3.1395 -1.3109  0.483
H4 -1.3872 0.9310 -1.9584  0.508
H5 -3.5308 -1.1403 0.0370  0.478
H6 -1.3971 -1.5963 1.1955  0.500
H7 -1.0089 -2.3978 -3.8195  0.464
H8 -2.4177 -1.5188 2.3109  0.497
H9 3.7247 0.6983 1.0659  0.483
H10 -2.3057 0.4567 -3.0644  0.482
H11 0.8757 2.6131 -1.4382  0.478
H12 1.5404 0.7902 2.6071  0.483
H13 3.3931 -0.2673 -1.6495  0.474
H14 -0.5703 -1.0987 -3.1778  0.490
H15 1.2818 -2.8944 0.2796  0.488
H16 -1.6543 2.1493 1.7485  0.478
H17 -2.9927 -0.5772 -1.2612  0.479
H18 0.8900 -0.7575 3.4784  0.482
H19 3.6205 -0.4327 2.0668  0.478
H20 -1.5775 0.6461 1.5856  0.517
H21 0.6680 -2.1090 2.8334  0.467
H22 -1.0419 2.2570 -0.1449  0.507
H23 0.1356 -2.0347 -0.2094  0.486
H24 0.1621 1.3813 2.8138  0.481

Entry 3:
The following is a quantum chemistry calculation of a molecular structure, H24HeO12, from OMol25.

Each line ends with the natural charge from an NBO analysis.
Cartesian coordinates (Å):
O1 19.8013 12.1464 4.8201  -0.977
O2 21.7619 7.3685 7.5933  -0.960
O3 16.9646 8.9836 6.6803  -0.976
O4 16.8867 9.9751 9.9216  -0.959
O5 23.6896 9.5609 9.9235  -0.949
O6 21.9331 11.5156 10.8066  -0.999
O7 19.0068 8.0193 8.3490  -0.966
O8 21.4092 13.3726 6.9773  -0.978
O9 15.9933 12.6292 9.1335  -0.947
O10 19.1509 9.3406 5.1630  -0.947
O11 19.2280 10.3763 11.2925  -0.966
O12 21.6867 14.2624 9.7181  -0.957
He1 20.0476 11.2795 8.3205  0.001
H1 22.5709 10.8038 10.7543  0.488
H2 16.4495 9.7901 6.6996  0.469
H3 20.9772 14.9040 9.7501  0.469
H4 19.4133 9.5167 11.6707  0.466
H5 16.2502 11.7425 9.3861  0.466
H6 21.3737 13.4403 7.9314  0.504
H7 23.3866 8.6922 9.6590  0.487
H8 23.3876 10.1429 9.2262  0.479
H9 19.0398 7.7715 9.2730  0.467
H10 22.3308 13.2022 6.7829  0.469
H11 20.9187 7.7412 7.8508  0.492
H12 16.3229 12.7294 8.2404  0.471
H13 21.7260 7.3312 6.6375  0.460
H14 18.2377 8.5849 8.2796  0.498
H15 16.3846 10.3503 10.6450  0.490
H16 19.8900 8.7329 5.1353  0.491
H17 18.6024 9.0851 4.4213  0.489
H18 18.4378 10.2429 10.7691  0.488
H19 17.7244 9.1970 6.1386  0.489
H20 21.0847 11.0748 10.8527  0.489
H21 16.4153 9.1742 9.6922  0.498
H22 19.6253 11.2689 5.1594  0.471
H23 20.4388 12.5165 5.4307  0.491
H24 21.4444 13.6039 10.3692  0.499

Computed ΔE to the lowest compared entry with this formula, charge and spin (eV) in order:
2.6667; 0.6764; 1.0186
Computed total energy (Ha) in order:
-916.724405; -920.184176; -920.171603
Computed strongest force on any atom (Eh/bohr) in order:
0.03971; 0.02310; 0.01997